ORCA calculation (ωB97M-V/def2-TZVPD) on a cluster of 6 separate species, C19H39Cl7N2O4 in total at a distorted geometry.

The geometry in XYZ format:
```
71
C19H39Cl7N2O4 | OMol25 | ωB97M-V/def2-TZVPD
C -3.895 -3.142 -2.925
C -2.975 -2.225 -2.069
C -3.551 -0.844 -1.750
C -2.499 0.239 -1.540
N -3.059 1.605 -1.197
C -1.880 2.561 -1.152
C -2.409 3.973 -1.347
C -3.737 3.714 -2.129
C -3.813 2.217 -2.371
C -3.835 1.698 0.063
H -4.862 -3.332 -2.458
H -3.341 -4.075 -2.993
H -4.085 -2.675 -3.890
H -2.022 -2.181 -2.595
H -2.849 -2.659 -1.076
H -4.251 -0.922 -0.915
H -4.204 -0.514 -2.570
H -1.916 0.331 -2.453
H -1.862 -0.052 -0.709
H -1.319 2.409 -0.228
H -1.163 2.274 -1.918
H -2.638 4.548 -0.453
H -1.717 4.556 -1.948
H -4.610 4.088 -1.596
H -3.737 4.293 -3.052
H -4.830 1.847 -2.495
H -3.278 1.877 -3.257
H -4.358 2.650 0.139
H -3.142 1.635 0.899
H -4.614 0.942 0.121
Cl 0.550 -0.425 0.962
O 0.506 0.924 0.470
O 1.846 -0.587 1.587
O -0.422 -0.671 2.011
O 0.260 -1.372 -0.093
Cl 6.042 -3.690 1.829
C 4.325 -3.360 2.114
C 3.446 -3.342 0.877
Cl 3.996 -4.321 -0.519
H 4.304 -2.397 2.623
H 4.037 -4.096 2.861
H 3.183 -2.363 0.478
H 2.440 -3.667 1.148
Cl 3.897 3.161 4.939
C 2.138 3.172 4.490
C 1.695 1.760 4.188
Cl 1.781 0.743 5.641
H 2.100 3.861 3.651
H 1.690 3.602 5.382
H 2.344 1.346 3.422
H 0.655 1.842 3.875
Cl 0.565 -5.988 1.202
C -0.226 -4.391 1.052
C -1.650 -4.398 1.539
Cl -2.602 -5.637 0.721
H 0.072 -4.072 0.059
H 0.341 -3.734 1.715
H -2.167 -3.496 1.218
H -1.794 -4.646 2.586
C 4.650 1.190 0.453
C 3.908 1.493 -0.865
C 4.816 2.242 -1.822
C 4.114 2.817 -2.966
N 3.549 3.199 -3.890
H 5.718 1.019 0.282
H 4.371 0.240 0.906
H 4.521 2.022 1.143
H 3.031 2.101 -0.635
H 3.501 0.554 -1.241
H 5.531 1.526 -2.237
H 5.387 3.004 -1.291
```

* Kohn-Sham gap: 9.3 eV
* calculated total energy: -4378.8531 Ha
* molar mass: 607.702 g/mol